Entry 1:
C5H10O | wB97M-V/def2-TZVPD

HOMO energy = -9.5 eV
DFT total energy = -271.7137 Eh
SMILES string = C1CCOCC1
Kohn-Sham gap = 10.60 eV
E_LUMO = 1.1 eV
Total charge = 0

```
16
Properties=species:S:1:pos:R:3:forces:R:3
C 0.687 -0.978 -0.050 2.019 0.933 -0.370
C 1.052 0.164 0.882 0.679 -0.995 1.635
C -0.280 0.816 1.272 0.154 0.427 0.341
C -1.292 0.393 -0.932 1.682 -0.449 0.121
C -0.027 -0.420 -1.231 0.008 -0.164 -2.347
H 1.614 -1.525 -0.309 -0.501 0.183 -0.264
H 0.118 -1.639 0.539 -1.101 -1.038 0.511
H 1.481 -0.389 1.770 -0.353 1.004 -0.414
H 1.879 0.849 0.534 -1.248 -0.459 0.041
H -0.981 0.086 1.761 0.859 0.366 -0.007
H -0.092 1.694 1.958 -0.531 -0.871 -0.767
H -1.425 1.008 -1.867 -0.702 -0.534 1.264
H -2.106 -0.376 -0.732 0.397 1.434 0.152
H -0.347 -1.245 -1.902 0.311 0.394 0.041
H 0.676 0.252 -1.821 -0.664 -0.853 0.682
O -0.956 1.310 0.128 -1.008 0.622 -0.620
```
Positions in Å, forces in eV/Å.

Here are the Mulliken charges for atoms 1 to 2, given in e: -0.7586 -0.4731

Entry 2:
C12H8AlN2O4 | wB97M-V/def2-TZVPD

HOMO energy = -18.2 eV
DFT total energy = -1113.6625 Eh
Kohn-Sham gap = 3.50 eV
E_LUMO = -14.7 eV
Total charge = +3

```
27
Properties=species:S:1:pos:R:3:forces:R:3
Al 0.006 0.008 -0.610 -0.043 -0.045 1.750
O 0.148 3.042 -0.276 -0.209 -5.253 -0.582
C 0.094 1.900 -0.423 0.461 8.643 0.127
C -0.086 -1.892 -0.584 -0.442 -8.615 -0.468
O -0.142 -3.042 -0.534 0.231 5.307 -0.141
C 1.908 -0.082 -0.611 8.554 -0.331 -0.597
O 3.060 -0.137 -0.589 -5.346 0.281 -0.052
C -1.897 0.101 -0.653 -8.537 0.378 -0.793
O -3.048 0.156 -0.657 5.344 -0.284 0.068
C 0.038 0.697 -5.701 -0.070 -1.561 -0.617
H -0.853 1.298 -5.847 -0.057 -0.055 0.360
H 0.985 1.210 -5.827 0.048 -0.059 0.357
C -0.028 -0.682 -5.759 0.088 1.633 -0.533
H 0.867 -1.270 -5.931 0.048 0.018 0.374
H -0.971 -1.182 -5.952 -0.055 0.023 0.376
N 0.006 0.008 6.734 -0.004 -0.004 0.425
C 0.006 0.008 5.588 0.044 0.049 -0.913
C 0.006 0.008 4.147 0.026 -0.228 1.056
C 0.877 -0.827 3.455 0.289 -0.262 -1.003
C 0.853 -0.833 2.064 -0.637 0.660 1.427
N -0.018 -0.029 1.372 -0.071 0.033 -0.173
C -0.885 0.783 2.065 0.732 -0.599 1.316
C -0.886 0.814 3.454 -0.342 0.325 -1.027
H 1.571 -1.469 3.986 -0.015 0.014 -0.024
H 1.546 -1.486 1.551 -0.055 -0.004 -0.322
H -1.583 1.433 1.555 0.013 -0.050 -0.359
H -1.576 1.463 3.980 0.007 -0.015 -0.029
```
Positions in Å, forces in eV/Å.

Here are the Mulliken charges for atoms 1 to 2, given in e: 1.0739 -0.0359

Entry 3:
C16H18N2O2 | wB97M-V/def2-TZVPD

HOMO energy = -8.1 eV
DFT total energy = -880.5015 Eh
SMILES string = CC[C@H]1C(=O)N2C=Cc3ccccc3[C@H]2N(CC)C1=O
Kohn-Sham gap = 8.34 eV
E_LUMO = 0.3 eV
Total charge = 0

```
38
Properties=species:S:1:pos:R:3:forces:R:3
O 1.975 1.465 3.340 0.235 0.309 -0.497
O -1.751 -0.393 2.241 0.570 -0.051 0.053
C 1.195 1.466 2.403 1.547 -0.639 1.704
C -0.843 0.309 1.822 -1.762 -1.040 -0.586
C 3.357 0.809 -0.518 0.094 0.483 3.080
C 2.960 0.979 0.805 0.718 -0.142 -2.868
C 1.927 0.846 -3.997 1.164 -0.357 -0.016
C 0.590 0.976 -3.667 -1.286 -0.032 -1.502
C 2.875 0.814 -2.972 -1.143 0.151 0.254
C 0.143 1.083 -2.373 0.537 0.141 0.945
C 2.441 0.913 -1.621 -0.245 -0.306 -0.655
C 1.074 1.036 -1.327 -0.066 0.032 -0.414
N 1.646 1.301 1.103 -1.003 0.160 -0.290
N -0.334 0.095 0.539 -0.489 0.317 0.419
C 0.569 1.165 0.095 0.144 -0.048 0.012
C 0.543 -2.192 0.445 -0.836 -1.361 -0.630
C -2.078 1.545 4.523 0.634 -0.524 0.802
C -0.284 1.425 2.712 -0.162 0.503 -1.323
C -0.530 -1.246 -0.110 0.265 -0.220 0.929
C -0.602 1.244 4.215 -0.186 -0.637 -0.375
H 4.416 0.671 -0.693 -0.077 -0.198 -0.065
H 3.663 0.894 1.622 -0.270 0.122 0.094
H 2.278 0.706 -5.044 -0.533 0.267 0.905
H -0.168 0.972 -4.470 0.522 0.059 0.422
H 3.914 0.696 -3.239 0.157 0.003 0.297
H -0.913 1.211 -2.140 0.163 -0.089 -0.145
H -0.015 2.102 0.122 0.165 -0.279 0.102
H 0.414 -3.235 -0.001 0.209 1.295 0.542
H 1.522 -1.827 0.190 0.540 0.089 -0.062
H 0.447 -2.279 1.529 0.040 0.024 -0.093
H -2.227 1.618 5.598 0.188 0.131 0.226
H -2.363 2.492 4.115 -0.313 0.615 -0.422
H -2.761 0.769 4.221 -0.059 -0.186 -0.552
H -0.723 2.408 2.396 0.168 -0.701 -0.037
H -0.441 -1.200 -1.196 -0.035 0.439 0.158
H -1.524 -1.681 0.136 0.557 0.879 -0.059
H 0.039 1.935 4.756 0.048 0.016 0.012
H -0.324 0.214 4.548 -0.200 0.773 -0.364
```
Positions in Å, forces in eV/Å.

Here are the Mulliken charges for atoms 1 to 2, given in e: -0.6636 -0.6587